Record 1
DFT (ωB97M-V/def2-TZVPD) results for C7H11N2OP in the gas phase in a non-equilibrium geometry.

Each line ends with the Mulliken charge.
Geometry (Å):
C 1.79419 -2.17619 -0.06510  -0.692
C 0.39497 -1.81350 -0.13920  -0.083
C 2.82967 -1.33892 0.10444  -0.144
C -0.02948 -0.62960 0.31224  -0.745
C 3.23540 1.05617 0.11217  0.390
C -3.39253 -0.27918 -0.18559  -1.094
C -1.30998 1.64935 -0.66867  -1.122
N 2.69779 -0.00099 0.29715  -0.263
N 3.37710 2.23906 -0.11068  -0.542
O -1.87254 0.56786 1.75494  -0.547
P -1.60303 0.08661 0.24209  1.152
H 2.02870 -3.22104 -0.21463  0.304
H -0.22641 -2.59044 -0.58179  0.340
H 3.84649 -1.72216 0.11172  0.362
H -4.03407 0.54355 0.11628  0.344
H -3.46632 -0.44057 -1.25993  0.358
H -3.69576 -1.18584 0.33403  0.360
H -1.09416 1.44293 -1.71463  0.344
H -2.17064 2.31197 -0.58748  0.367
H -0.43190 2.11534 -0.21964  0.315
H -1.01809 0.56424 2.19911  0.346
H 4.14061 2.82133 0.16316  0.249

Properties
Expectation value of S²   2.02
DFT total energy   -21748.3321 eV
Frontier orbital gap (alpha / beta)   5.22 / 6.10 eV
ΔE to the lowest compared entry with this formula, charge and spin   0.000 eV
Multiplicity   3

Record 2
DFT (ωB97M-V/def2-TZVPD) results for 2 unconnected molecules or ions with the total composition CH3N3O2Si in a non-equilibrium geometry.

Each line ends with the Mulliken charge.
Geometry (Å):
C 1.36998 1.32118 0.29576  0.331
N 2.03925 2.17485 0.62196  -0.317
N 0.03538 -0.30503 -1.51910  -0.321
N -1.35351 -0.03122 0.81714  0.884
O -1.88246 0.62733 1.66108  -0.561
O -1.99948 -0.90665 0.21510  -0.520
Si 0.30295 -0.13351 0.16798  0.017
H -0.84844 -0.21899 -1.86159  0.255
H 0.65869 -0.68658 -2.15621  0.236
H 1.67763 -1.84138 1.75788  -0.005

Properties
DFT total energy   -17522.5356 eV
Frontier orbital gap (alpha / beta)   8.65 / 7.99 eV
ΔE to the lowest compared entry with this formula, charge and spin   4.084 eV

Record 3
DFT (ωB97M-V/def2-TZVPD) results for C5H5N3O3 in the gas phase in a non-equilibrium geometry.

Each line ends with the Mulliken charge.
Geometry (Å):
N 3.56141 -0.63948 1.18375  -0.551
N 2.20101 -0.67335 1.19305  -0.122
C 1.53560 -0.10565 0.26713  -0.230
C 0.05774 -0.09096 0.17565  0.373
C -0.90181 -0.87328 0.78639  -0.579
C -2.12520 -0.46456 0.07385  -0.394
C -1.73147 0.42662 -0.82338  0.192
N -2.50789 1.12654 -1.75358  0.977
O -1.88531 1.92156 -2.42758  -0.575
O -3.68717 0.86631 -1.78872  -0.595
O -0.41967 0.64007 -0.81294  -0.289
H 3.98788 0.07445 0.56560  0.250
H 3.71107 -0.57110 2.15706  0.271
H 2.06248 0.50623 -0.52917  0.316
H -0.71185 -1.45644 1.68320  0.423
H -3.14681 -0.68695 0.04970  0.535

Properties
DFT total energy   -15873.5797 eV
Frontier orbital gap   8.33 eV
ΔE to the lowest compared entry with this formula, charge and spin   4.571 eV
SMILES   N/N=C/c1ccc([N+](=O)[O-])o1

Record 4
DFT (ωB97M-V/def2-TZVPD) results for a gas-phase ion, C6H17N5O2S (charge +2) in a non-equilibrium geometry.

Each line ends with the Mulliken charge.
Geometry (Å):
C 0.29494 -2.56970 2.20540  -0.777
N 0.47778 -1.15724 1.82229  0.299
C 0.72920 -0.37533 3.09916  -0.796
C 1.57136 -1.08829 0.83680  -0.852
C 1.83261 0.22742 0.11149  -1.001
N 0.83694 0.39342 -0.97756  -0.133
C 1.27120 0.67871 -2.10378  -0.114
N 0.23235 0.99782 -3.05669  -0.052
C -0.98022 1.04470 -2.62599  0.236
N -2.05804 1.15349 -3.30435  -0.225
S -1.41169 1.06620 -0.51145  1.325
N -2.91123 1.69444 -0.94708  -0.720
O -1.52912 -0.25397 0.03305  -0.693
O -0.63478 2.10659 0.03170  -0.537
H 1.35119 -2.98711 2.15676  0.365
H -0.24027 -2.79279 3.17258  0.341
H -0.18383 -3.02670 1.27083  0.343
H -0.43602 -0.70085 1.54184  0.240
H 0.14724 0.58787 3.10530  0.329
H 0.40668 -1.00331 3.91009  0.316
H 1.72613 -0.06529 3.31120  0.374
H 1.50099 -1.93049 0.05780  0.420
H 2.44605 -1.22455 1.47987  0.561
H 2.83209 0.22858 -0.25790  0.563
H 1.61219 1.05945 0.73323  0.361
H 2.36380 0.64017 -2.47886  0.293
H 0.57887 1.14355 -4.06084  0.342
H -2.20397 1.05376 -4.31668  0.235
H -2.92121 1.31769 -2.69873  0.383
H -3.60366 1.11660 -0.58384  0.301
H -3.09757 2.66518 -0.95564  0.275

Properties
DFT total energy   -28859.9379 eV
Charge   +2
Frontier orbital gap   10.78 eV
ΔE to the lowest compared entry with this formula, charge and spin   0.081 eV
SMILES   C[NH+](C)CC/N=C/[NH+]=C(/N)S(N)(=O)=O

Record 5
DFT (ωB97M-V/def2-TZVPD) results for a molecular structure, C5H7NOS2 in a non-equilibrium geometry.

Each line ends with the Mulliken charge.
Geometry (Å):
C -2.51852 0.05594 -0.01003  -0.540
C -2.63268 1.37862 -0.14201  -0.104
C -0.64443 0.68144 0.86518  0.265
C 1.57270 -0.52959 -1.00738  -0.790
C 1.16128 0.51506 1.57263  -0.587
N -1.37264 -0.29350 0.65826  -0.401
O 1.93860 2.04884 -0.33408  -0.591
S -1.24913 2.23287 0.28399  -0.062
S 2.32603 0.69586 0.14685  0.461
H -3.22790 -0.74874 0.00492  0.388
H -3.57642 1.86015 -0.44326  0.362
H 0.67556 0.05065 -1.30629  0.219
H 1.28861 -1.48436 -0.56626  0.348
H 2.36739 -0.57209 -1.76576  0.330
H 1.33863 1.18130 2.42865  0.382
H 1.20183 -0.61845 1.78357  0.321

Properties
DFT total energy   -30503.4586 eV
Frontier orbital gap   9.77 eV
ΔE to the lowest compared entry with this formula, charge and spin   2.473 eV

Record 6
DFT (ωB97M-V/def2-TZVPD) results for 2 unconnected molecules or ions with the total composition C3H7O3 in a non-equilibrium geometry.

Each line ends with the Mulliken charge.
Geometry (Å):
O -5.57466 -2.73480 -1.47845  -0.475
C -4.36625 -2.54486 -1.45251  0.224
O -3.54524 -3.68731 -1.34668  -0.437
H -3.98792 -1.60537 -1.24559  0.375
H -3.94192 -4.50492 -1.21723  0.313
C 2.31424 2.64256 0.65045  -0.225
O 1.09119 2.68071 0.30416  -0.822
C 3.06289 1.12621 1.08169  -1.021
H 2.54989 3.39467 1.45187  0.179
H 3.02024 2.71555 -0.14958  0.109
H 2.91917 1.04488 2.15177  0.233
H 4.03883 1.08655 0.66005  0.355
H 2.41956 0.38612 0.59004  0.192

Properties
DFT total energy   -9364.9233 eV
Charge   -1
Frontier orbital gap   4.25 eV
ΔE to the lowest compared entry with this formula, charge and spin   4.235 eV